Record 1
109
Properties=species:S:1:pos:R:3:forces:R:3 method="wB97M-V/def2-TZVPD" charge=0 homo_ev=-6.789 energy_ev=-59229.9861 smiles="C=CCN(CCOCC)C(=O)OCc1cccc(C)c1.CO.CO.CO.CO.CO.CO.CO.CO.CO.CO.CO"
C -1.72286 -0.97657 3.62092 0.634 0.427 -0.323
C -0.59867 -0.90927 2.78068 -0.522 -0.253 -0.118
C -0.65555 -0.91022 1.19510 1.233 1.037 2.108
N -1.53366 0.14412 0.62930 -1.491 -0.464 -0.463
C -0.97609 0.72660 -0.62158 0.843 0.564 -0.228
C 0.33813 1.59181 -0.34836 -0.781 -1.066 0.138
O 1.51324 0.84232 -0.77276 -1.152 1.122 -0.116
C 1.67424 0.91696 -2.19744 1.777 -0.939 -1.294
C 1.48459 -0.48592 -2.91686 -0.580 0.319 0.461
C -2.85572 -0.34707 0.34785 -0.535 -0.060 -1.513
O -3.24752 -0.43756 -0.80304 0.296 0.380 0.607
O -3.74370 -0.71900 1.34259 1.429 -0.211 -0.079
C -4.42655 -1.95283 0.97631 0.114 -1.552 0.437
C -3.36411 -3.08845 0.81253 1.451 -1.779 -0.570
C -2.84008 -3.83266 1.98179 0.384 0.050 -2.857
C -1.81548 -4.84557 1.74877 -0.647 1.065 -0.799
C -1.28746 -5.14315 0.40849 -1.467 1.515 0.391
C -1.80167 -4.42920 -0.74751 -0.639 0.454 1.355
C -1.31374 -4.62388 -2.22086 -0.069 1.186 0.735
C -2.82974 -3.42063 -0.51903 -0.157 -0.222 1.666
H -2.36829 -0.07492 3.78644 -0.699 -1.525 -1.593
H -1.96574 -1.94852 4.12918 1.132 1.603 1.230
H 0.41717 -0.88094 3.27407 -0.749 -2.017 -0.805
H 0.42266 -0.80604 0.87926 -1.268 0.370 -0.136
H -0.94275 -1.95773 0.88037 0.004 1.037 0.438
H -0.74298 -0.14704 -1.29785 -0.143 1.212 0.265
H -1.69339 1.43574 -1.11537 0.317 -1.095 0.618
H 0.28095 2.55061 -0.92159 0.082 -0.724 0.474
H 0.42352 1.83159 0.74806 0.010 -0.331 -1.122
H 2.74889 1.21001 -2.38540 -1.071 -0.094 0.305
H 1.05331 1.69448 -2.70460 0.314 -0.571 0.704
H 0.41991 -0.56582 -3.26086 1.040 -0.182 0.141
H 1.69403 -1.32892 -2.20912 -0.124 0.800 -0.457
H 2.16949 -0.60241 -3.79422 -0.693 0.302 0.697
H -5.09057 -2.27030 1.82824 0.768 0.826 -0.590
H -5.08953 -1.83609 0.08700 0.839 0.078 0.523
H -3.23982 -3.57805 2.98591 0.561 -0.495 -0.797
H -1.42296 -5.36837 2.65806 -0.338 0.396 -1.116
H -0.48339 -5.89858 0.27777 -0.723 0.611 0.172
H -1.04327 -3.59174 -2.59301 -0.231 -1.047 0.255
H -2.16594 -4.96319 -2.85713 0.862 -0.081 0.451
H -0.38698 -5.23712 -2.31141 -0.971 0.171 0.092
H -3.25807 -2.81895 -1.36222 0.630 -0.779 0.725
C 3.54370 1.78651 2.22574 0.010 -0.180 -0.606
O 2.71561 2.42814 1.26107 0.039 0.099 0.003
H 3.87597 2.52698 2.95252 -0.074 -0.009 -0.040
H 2.97887 1.01258 2.73461 0.254 0.019 0.061
H 4.41643 1.34854 1.72894 0.146 0.036 0.127
H 2.43547 1.74879 0.62656 0.248 0.197 -0.005
C -0.31248 -0.87512 7.34139 0.411 -0.123 -0.054
O 0.63533 -1.46921 6.46425 -0.213 -0.182 0.003
H -1.24659 -0.72891 6.80052 0.072 -0.009 -0.063
H -0.49055 -1.53118 8.19839 -0.153 0.123 0.096
H 0.06094 0.09342 7.68658 -0.182 0.048 0.117
H 1.45677 -1.58817 6.96508 0.044 0.190 -0.331
C 2.99734 4.27197 -2.94673 0.014 -0.035 -0.337
O 2.37592 3.51639 -3.97831 -0.010 0.015 -0.106
H 2.56344 3.98148 -1.99039 0.007 -0.040 -0.064
H 4.07125 4.06845 -2.93134 0.024 0.118 0.187
H 2.82517 5.33917 -3.11157 0.095 0.055 0.180
H 2.77632 3.79083 -4.81366 -0.110 -0.014 0.024
C -1.04242 0.53028 -6.31099 0.229 -0.187 -0.222
O 0.16461 -0.09226 -5.89083 0.012 -0.009 0.029
H -1.50953 1.00711 -5.45046 0.114 -0.060 0.023
H -0.82423 1.28704 -7.06921 -0.216 0.073 0.002
H -1.72251 -0.22117 -6.72097 -0.178 0.162 -0.025
H 0.55802 -0.50589 -6.66665 0.006 0.034 0.146
C 0.88318 1.70881 4.99416 0.083 -0.272 0.182
O 1.94578 0.92045 4.47772 -0.107 -0.211 0.341
H 0.67042 2.51557 4.29346 0.104 -0.081 -0.046
H -0.00899 1.08988 5.11506 -0.109 0.150 0.051
H 1.17718 2.13458 5.95804 -0.168 0.114 0.020
H 2.11278 0.21480 5.11826 -0.174 0.061 0.002
C -3.68361 2.98641 -7.82435 -0.289 -0.080 0.025
O -4.25469 2.33143 -8.95200 -0.113 -0.047 -0.229
H -2.66914 3.29283 -8.07290 -0.075 -0.062 -0.087
H -4.27537 3.86904 -7.57029 0.151 0.050 0.149
H -3.65627 2.29906 -6.97538 0.108 0.145 0.110
H -5.14933 2.07072 -8.70589 0.135 -0.038 -0.021
C 4.49513 -0.90676 6.44417 -0.028 -0.044 0.229
O 3.27077 -0.77431 7.15612 -0.211 0.133 0.066
H 4.27610 -0.95602 5.37815 -0.063 0.024 0.065
H 5.13390 -0.04328 6.64135 0.108 -0.070 -0.121
H 5.00536 -1.82269 6.75047 0.133 0.046 -0.110
H 3.49147 -0.73234 8.09899 0.102 -0.213 -0.203
C 2.92319 6.60043 -6.69761 0.226 -0.040 -0.127
O 3.47529 5.28867 -6.66693 -0.013 -0.131 0.099
H 2.02973 6.61677 -6.07591 0.065 -0.099 -0.017
H 3.64813 7.31837 -6.30629 -0.139 0.138 -0.004
H 2.65441 6.86663 -7.72265 -0.089 0.155 0.068
H 4.26244 5.29720 -7.22179 -0.084 -0.116 0.104
C -2.45516 -4.00275 6.41806 0.248 -0.006 -0.107
O -2.14855 -4.13305 5.03619 0.091 -0.081 -0.020
H -3.50218 -4.26213 6.56807 0.051 -0.016 -0.107
H -1.82834 -4.68006 7.00385 -0.100 0.057 0.167
H -2.28952 -2.97415 6.73964 -0.042 0.029 0.187
H -1.21733 -3.89895 4.92644 -0.152 0.005 -0.021
C 5.21543 -2.58365 10.07296 0.012 0.108 0.141
O 4.69468 -1.37895 9.51839 -0.028 0.246 0.120
H 5.05812 -3.39128 9.36050 -0.039 0.118 -0.021
H 6.28527 -2.47249 10.26185 -0.003 -0.155 0.024
H 4.69617 -2.81837 11.00459 0.081 -0.154 -0.010
H 4.84395 -0.67848 10.16355 -0.021 -0.050 -0.119
C -4.47115 2.37558 -12.83567 -0.053 0.013 0.347
O -5.70491 2.47535 -12.13840 -0.115 -0.006 0.057
H -4.67780 2.33031 -13.90390 -0.085 0.010 0.075
H -3.85237 3.25164 -12.62492 0.150 -0.070 -0.130
H -3.94379 1.46786 -12.53154 0.158 0.043 -0.135
H -5.49707 2.51402 -11.19662 0.038 0.034 -0.147

Record 2
112
Properties=species:S:1:pos:R:3:forces:R:3 method="wB97M-V/def2-TZVPD" charge=-1 homo_ev=-5.467 energy_ev=-126646.5289
Sn 0.34523 1.24522 -4.30067 2.099 -0.624 3.014
B 2.75595 -0.38642 -3.47077 -1.074 0.701 -0.365
H 2.12560 -0.28390 -2.51902 -1.318 0.055 1.459
H 3.03397 0.67889 -3.80667 0.636 1.927 -0.726
H 3.66801 -1.03617 -3.24976 1.522 -0.945 0.223
H 2.18540 -0.89133 -4.34005 -1.293 -0.913 -1.672
B 1.79295 3.04254 -2.06897 -0.254 -0.709 -1.163
H 2.56812 2.91066 -2.90589 1.381 -0.123 -1.469
H 2.23940 3.63727 -1.20402 0.438 1.146 1.348
H 0.86645 3.53550 -2.56090 -1.974 1.227 -0.857
H 1.51002 1.99034 -1.70866 -0.630 -1.837 0.575
As -0.36871 -0.58034 -0.05339 1.307 -0.023 0.608
F 1.10027 0.33876 0.19282 -0.868 -0.787 0.066
F 0.57635 -1.95134 -0.63785 -0.759 0.650 0.092
F -1.86850 -1.46242 -0.33673 0.670 0.338 -0.081
F -1.30967 0.74527 0.59804 -0.027 -0.224 -0.316
F -0.43407 0.13841 -1.68077 -0.382 -0.496 0.043
F -0.26601 -1.23532 1.59256 -0.142 0.107 -0.759
C 5.18463 -0.24590 3.34851 -0.659 1.286 -0.002
C 5.39042 -1.58975 2.70759 0.110 -0.943 -0.678
N 4.58425 -1.87621 1.48501 0.314 1.250 1.672
C 5.11323 -3.03472 0.74680 -1.540 2.011 -0.159
C 4.23400 -3.22125 -0.50040 0.883 -1.038 -0.158
C 3.16011 -1.82659 1.82308 0.301 -0.680 0.105
C 2.69325 -2.87967 2.84229 -0.279 0.171 -0.721
H 4.20698 -0.07284 3.80619 -0.233 -0.416 -0.267
H 5.27248 0.54697 2.60246 0.052 -0.016 -0.044
H 5.84566 0.02067 4.17601 0.506 -0.512 -0.201
H 6.43865 -1.68952 2.41543 0.066 0.074 -0.060
H 5.22549 -2.38265 3.44841 0.030 -0.142 0.176
H 5.21948 -3.91430 1.39078 0.073 -0.313 -0.207
H 6.07058 -2.64068 0.40322 0.328 -0.642 0.062
H 4.06816 -2.29020 -1.03952 0.033 0.115 0.215
H 3.27553 -3.71750 -0.34689 -0.014 0.103 0.291
H 4.81430 -3.88029 -1.15351 -0.197 -0.028 -0.263
H 2.86487 -0.85205 2.21272 0.425 0.216 -0.245
H 2.56489 -1.96335 0.92086 0.085 0.051 -0.045
H 3.12750 -2.84174 3.84086 0.031 0.278 -0.023
H 1.62135 -2.67090 2.88177 -0.118 -0.555 0.373
H 2.89921 -3.86986 2.42856 -0.267 -0.167 0.146
C -3.34695 3.30357 -1.03278 0.254 -0.153 -0.295
C -2.17859 2.66604 -1.80130 -0.580 -1.292 -0.149
N -2.39895 2.47894 -3.27956 1.601 -0.286 1.108
C -3.44953 1.52304 -3.58391 -1.254 0.142 -0.146
C -3.27525 0.06492 -3.08463 0.590 1.444 0.342
C -2.48308 3.83278 -3.80430 0.297 0.726 0.246
C -2.44954 4.02535 -5.28591 -0.647 -0.057 -1.796
H -3.22179 3.11901 0.03487 0.456 0.484 0.051
H -4.30453 2.81214 -1.21559 0.031 0.085 -0.534
H -3.40786 4.35988 -1.28895 -0.303 0.089 0.512
H -1.23852 3.20694 -1.70858 -0.073 0.050 0.264
H -2.04325 1.67866 -1.37127 0.282 0.074 -0.109
H -4.40410 1.89890 -3.19087 -0.167 0.050 0.063
H -3.60411 1.52477 -4.66573 0.225 -0.116 -0.097
H -2.24151 -0.21248 -3.28989 -0.244 -0.666 -0.337
H -3.36106 -0.03222 -2.00148 -0.097 0.224 0.033
H -4.05528 -0.55698 -3.51797 0.340 -0.165 -0.317
H -1.63021 4.38180 -3.39631 0.211 -0.312 0.099
H -3.32335 4.36835 -3.34896 -0.383 -0.072 -0.382
H -2.10185 4.99557 -5.64686 0.068 0.261 0.701
H -3.43777 3.95157 -5.74923 -0.060 -0.296 0.079
H -1.80947 3.34753 -5.85941 0.049 -0.393 0.417
C 1.05631 0.52232 4.07849 1.027 0.573 -0.103
C 0.14537 1.38703 4.90946 0.802 0.881 0.003
O 0.29519 2.60238 4.90941 -0.101 -0.798 -0.176
C -0.92296 0.79545 5.74283 -0.736 -0.548 -0.115
H 0.68524 0.54168 3.05322 0.033 -0.187 -0.078
H 1.33801 -0.49241 4.36038 -0.911 -0.172 0.318
H 2.02042 1.03505 4.07571 -0.100 0.256 -0.347
H -0.49171 0.35656 6.64437 -0.018 0.172 0.116
H -1.41413 -0.02757 5.21881 -0.010 -0.009 -0.044
H -1.64777 1.57908 5.95481 0.016 -0.131 0.341
C 2.68689 4.76632 1.90863 0.253 1.057 0.499
C 2.16493 3.35946 1.67945 1.113 1.581 0.700
O 2.91590 2.45788 1.97921 -0.938 -0.569 -0.438
C 0.72498 3.28822 1.27445 -0.769 -2.124 0.027
H 3.53207 4.81274 2.59778 0.015 -0.604 0.046
H 1.91721 5.37692 2.38844 -0.185 0.049 -0.273
H 3.05962 5.31015 1.03847 -0.451 -0.296 -0.407
H 0.38928 3.82546 0.39078 0.562 0.347 0.029
H 0.04205 3.50260 2.10093 0.386 0.495 0.267
H 0.51812 2.23141 1.08859 0.046 0.165 -0.265
C -1.23692 -4.34628 3.36184 -0.167 0.088 1.372
C -0.92011 -5.21132 2.19759 -0.544 -0.919 -0.351
O -1.32262 -6.36219 2.19985 0.309 0.132 -0.214
C -0.22647 -4.58718 1.04601 0.287 0.999 0.536
H -1.83170 -3.48403 3.05902 0.004 -0.001 0.015
H -0.39348 -3.97921 3.95121 0.359 0.157 -0.553
H -1.76704 -4.97852 4.07523 -0.371 0.164 -0.132
H -0.35344 -5.10423 0.10042 0.197 -0.067 0.108
H 0.80894 -4.42012 1.35865 0.257 -0.478 -0.355
H -0.53730 -3.54122 1.01324 -0.326 -0.087 -0.473
C -4.41320 0.80523 2.29634 0.191 0.352 0.397
C -5.87319 1.21620 2.18052 0.439 -0.582 0.251
O -6.64097 1.33592 3.10778 0.322 -0.074 -0.027
C -6.22313 1.49478 0.77620 -1.274 0.302 -0.864
H -4.25621 -0.27413 2.30210 -0.297 -0.056 0.353
H -4.00941 1.27615 3.19294 0.137 -0.345 0.110
H -3.81773 1.13392 1.44458 -0.122 0.181 -0.030
H -5.53286 2.27709 0.46350 -0.076 -0.165 -0.483
H -7.25655 1.81230 0.62717 0.039 0.290 0.354
H -6.15583 0.59396 0.16256 0.675 0.043 -0.034
C -1.95049 -3.63289 -4.86612 0.555 -1.053 -0.101
C -0.79634 -2.72883 -4.59981 -0.075 0.913 0.753
O -0.81019 -1.55473 -4.93363 -0.159 0.351 -0.197
C 0.40430 -3.29573 -3.88264 -0.626 0.512 -0.623
H -1.43350 -4.50855 -5.27259 -0.484 -0.207 -0.361
H -2.72211 -3.27930 -5.54332 0.131 0.261 0.091
H -2.37008 -4.02094 -3.93612 -0.068 0.295 0.125
H 0.27505 -3.19812 -2.80315 -0.039 -0.054 0.041
H 1.19757 -2.61325 -4.18662 0.449 -0.487 0.256
H 0.52074 -4.33685 -4.17794 0.391 0.006 0.195